Arrangement i

{
  "formula": "CH2N2O",
  "method": "the ωB97M-V functional and the def2-TZVPD basis",
  "homo_lumo_gap_ev": [8.5, 8.5],
  "e_homo_ev": [-7.79, -7.82],
  "elements": ["C", "N", "N", "O", "H", "H"],
  "xyz": [[-0.029, -0.510, -0.926], [0.143, -0.644, 0.156], [0.498, 2.007, 2.161], [0.962, 0.869, 2.104], [-0.269, -0.366, -1.942], [0.452, 0.286, 1.464]],
  "mulliken_charge": [-0.01, -0.33, -0.22, -0.28, 0.29, 0.55]
}

=====

Arrangement ii

{
  "formula": "CH2N2O",
  "method": "the ωB97M-V functional and the def2-TZVPD basis",
  "smiles": "C=NN=O",
  "homo_lumo_gap_ev": 9.3,
  "e_homo_ev": -9.19,
  "elements": ["C", "N", "N", "O", "H", "H"],
  "xyz": [[0.071, 0.218, -0.046], [1.261, 0.577, -0.245], [2.364, 1.181, 0.091], [3.181, 1.786, -0.556], [-0.718, 0.878, -0.127], [-0.304, -0.830, -0.177]],
  "mulliken_charge": [-0.27, 0.16, 0.04, -0.40, 0.25, 0.22]
}

=====

Which structure is the most stable? The one labeled arrangement ii.

=====

Arrangement i

{
  "formula": "C9H27BrNaO12P2S",
  "method": "the ωB97M-V functional and the def2-TZVPD basis",
  "total_charge": -1,
  "homo_lumo_gap_ev": 4.6,
  "e_homo_ev": -2.88,
  "elements": ["Na", "Br", "O", "H", "O", "S", "O", "O", "C", "C", "C", "H", "H", "H", "H", "H", "H", "H", "H", "C", "O", "P", "O", "O", "C", "O", "C", "H", "H", "H", "H", "H", "H", "H", "H", "H", "C", "O", "P", "O", "O", "C", "O", "C", "H", "H", "H", "H", "H", "H", "H", "H", "H"],
  "xyz": [[1.745, 1.011, 2.445], [3.733, -0.130, 5.621], [0.727, 2.927, 4.789], [0.401, 3.543, 4.104], [4.381, -4.344, 0.224], [3.026, -3.846, 0.613], [2.683, -2.444, 0.623], [1.903, -4.507, -0.376], [1.952, -5.914, -0.576], [1.671, -6.132, -2.088], [2.466, -4.555, 2.221], [1.065, -6.245, -0.037], [2.798, -6.460, -0.159], [1.645, -7.210, -2.250], [2.421, -5.543, -2.616], [0.743, -5.702, -2.463], [3.089, -4.108, 2.995], [2.303, -5.632, 2.167], [1.444, -4.181, 2.275], [-3.714, -3.877, 0.578], [-2.546, -3.117, 0.928], [-2.607, -1.489, 0.974], [-1.509, -0.880, 1.782], [-2.738, -1.062, -0.604], [-1.596, -0.618, -1.307], [-4.097, -1.143, 1.561], [-4.301, 0.295, 1.697], [-3.487, -4.508, -0.281], [-4.649, -3.327, 0.466], [-3.853, -4.597, 1.384], [-1.832, 0.258, -1.911], [-1.325, -1.499, -1.889], [-0.792, -0.341, -0.625], [-3.501, 0.985, 1.427], [-4.582, 0.501, 2.729], [-5.086, 0.610, 1.009], [2.325, 5.835, -3.317], [2.239, 4.742, -2.302], [0.929, 4.778, -1.369], [0.814, 3.767, -0.253], [1.132, 6.316, -0.742], [1.311, 6.511, 0.639], [-0.295, 4.866, -2.394], [-1.627, 4.669, -2.069], [3.367, 6.153, -3.330], [1.757, 6.753, -3.166], [2.133, 5.390, -4.294], [2.250, 7.050, 0.774], [1.278, 5.568, 1.185], [0.480, 7.118, 0.998], [-1.811, 3.935, -1.285], [-2.224, 4.252, -2.881], [-2.042, 5.574, -1.625]],
  "mulliken_charge": [0.77, -0.95, -0.95, 0.09, -0.63, 1.06, -0.50, -0.24, -0.34, -1.20, -0.85, 0.31, 0.44, 0.37, 0.30, 0.30, 0.40, 0.33, 0.27, -0.68, -0.35, 1.11, -0.58, -0.29, -0.64, -0.36, -0.72, 0.27, 0.32, 0.27, 0.22, 0.26, 0.32, 0.32, 0.28, 0.28, -0.65, -0.35, 1.01, -0.55, -0.36, -0.62, -0.27, -0.71, 0.28, 0.31, 0.27, 0.21, 0.34, 0.21, 0.29, 0.27, 0.30]
}

=====

Arrangement ii

{
  "formula": "C9H27BrNaO12P2S",
  "method": "the ωB97M-V functional and the def2-TZVPD basis",
  "total_charge": -1,
  "homo_lumo_gap_ev": 4.2,
  "e_homo_ev": -3.48,
  "elements": ["Na", "Br", "O", "H", "O", "S", "O", "O", "C", "C", "C", "H", "H", "H", "H", "H", "H", "H", "H", "C", "O", "P", "O", "O", "C", "O", "C", "H", "H", "H", "H", "H", "H", "H", "H", "H", "C", "O", "P", "O", "O", "C", "O", "C", "H", "H", "H", "H", "H", "H", "H", "H", "H"],
  "xyz": [[1.295, 1.035, -0.914], [4.207, 3.230, -4.167], [0.496, -2.155, -3.080], [0.775, -3.091, -3.121], [-2.055, -4.780, 4.910], [-2.171, -3.342, 4.836], [-3.467, -2.685, 5.073], [-0.959, -2.663, 5.713], [-0.963, -2.838, 7.144], [0.502, -2.896, 7.558], [-1.531, -2.866, 3.205], [-1.497, -3.755, 7.395], [-1.381, -1.915, 7.543], [0.548, -3.176, 8.610], [0.917, -1.890, 7.492], [1.219, -3.485, 6.987], [-1.493, -1.778, 3.142], [-2.255, -3.219, 2.471], [-0.511, -3.248, 3.201], [6.190, -2.400, 0.852], [6.280, -1.490, 1.929], [5.196, -1.487, 3.098], [3.972, -0.644, 2.875], [4.893, -3.095, 3.187], [5.808, -3.965, 3.737], [5.968, -1.112, 4.502], [6.658, 0.143, 4.551], [6.930, -3.197, 0.928], [6.361, -1.917, -0.110], [5.225, -2.828, 0.581], [6.682, -3.473, 4.165], [6.188, -4.677, 3.004], [5.344, -4.579, 4.508], [7.746, 0.069, 4.559], [6.291, 0.548, 5.494], [6.311, 0.903, 3.850], [-3.544, 2.901, -6.449], [-4.710, 3.241, -7.176], [-5.621, 4.527, -6.676], [-5.575, 4.942, -5.255], [-5.018, 5.698, -7.687], [-5.516, 7.016, -7.585], [-7.111, 4.190, -7.300], [-7.405, 3.994, -8.643], [-3.372, 3.272, -5.439], [-2.732, 3.223, -7.101], [-3.449, 1.815, -6.448], [-6.600, 7.038, -7.470], [-5.390, 7.473, -8.567], [-5.088, 7.627, -6.791], [-8.226, 4.660, -8.909], [-7.799, 3.008, -8.888], [-6.562, 4.094, -9.328]],
  "mulliken_charge": [0.88, -0.97, -1.03, 0.13, -0.60, 1.10, -0.61, -0.21, -0.24, -1.16, -0.87, 0.39, 0.24, 0.35, 0.31, 0.32, 0.30, 0.37, 0.31, -0.74, -0.31, 1.02, -0.67, -0.30, -0.70, -0.27, -0.74, 0.26, 0.34, 0.34, 0.34, 0.30, 0.25, 0.25, 0.28, 0.36, -0.69, -0.28, 1.05, -0.67, -0.29, -0.70, -0.32, -0.69, 0.32, 0.28, 0.26, 0.30, 0.28, 0.26, 0.29, 0.30, 0.31]
}

=====

Which structure is the most stable? The one labeled arrangement i.

=====

Arrangement i

{
  "formula": "C11H13NO3",
  "method": "the ωB97M-V functional and the def2-TZVPD basis",
  "smiles": "O=[N+]([O-])[C@H]1CCC[C@@]1(O)c1ccccc1",
  "homo_lumo_gap_ev": 9.7,
  "e_homo_ev": -9.13,
  "elements": ["O", "N", "O", "C", "C", "C", "C", "C", "O", "C", "C", "C", "C", "C", "C", "H", "H", "H", "H", "H", "H", "H", "H", "H", "H", "H", "H", "H"],
  "xyz": [[0.471, -2.859, -0.686], [-0.204, -2.140, 0.016], [-0.388, -2.206, 1.218], [-0.950, -1.074, -0.677], [-2.337, -1.182, -0.142], [-2.724, 0.267, 0.197], [-1.422, 0.852, 0.763], [-0.400, 0.295, -0.255], [-0.501, 0.928, -1.523], [1.104, 0.078, -0.106], [1.700, 0.375, 1.129], [3.092, 0.189, 1.209], [3.796, -0.355, 0.122], [3.173, -0.488, -1.109], [1.852, -0.172, -1.253], [-0.922, -1.311, -1.799], [-2.489, -1.852, 0.828], [-3.098, -1.522, -0.962], [-2.963, 0.959, -0.537], [-3.384, 0.395, 1.059], [-1.273, 1.874, 0.698], [-1.043, 0.425, 1.815], [-0.626, 1.840, -1.511], [1.029, 0.724, 1.961], [3.748, 0.407, 2.105], [4.879, -0.484, 0.355], [3.643, -0.727, -1.956], [1.530, -0.195, -2.309]],
  "mulliken_charge": [-0.65, 1.03, -0.61, -0.40, -0.68, -0.84, -0.83, 1.37, -0.56, -0.10, -0.48, -0.44, -0.54, -0.62, -0.36, 0.48, 0.28, 0.25, 0.37, 0.46, 0.55, 0.38, 0.33, 0.19, 0.29, 0.30, 0.54, 0.30]
}

=====

Arrangement ii

{
  "formula": "C11H13NO3",
  "method": "the ωB97M-V functional and the def2-TZVPD basis",
  "smiles": "[O-]/[N+](=C\\c1ccccc1)C1OCCCO1",
  "homo_lumo_gap_ev": [8.4, 8.4],
  "e_homo_ev": [-7.89, -7.89],
  "elements": ["O", "N", "C", "C", "C", "C", "C", "C", "C", "C", "O", "C", "C", "C", "O", "H", "H", "H", "H", "H", "H", "H", "H", "H", "H", "H", "H", "H"],
  "xyz": [[0.430, 1.768, 0.998], [0.445, 0.542, 1.149], [-0.510, -0.330, 1.043], [-1.830, -0.113, 0.616], [-2.685, -1.210, 0.244], [-3.867, -1.018, -0.399], [-4.345, 0.308, -0.522], [-3.647, 1.402, -0.140], [-2.360, 1.211, 0.366], [2.051, -0.034, 1.394], [2.936, 0.914, 0.906], [3.076, 1.034, -0.525], [3.370, -0.389, -1.052], [2.337, -1.363, -0.521], [2.257, -1.274, 0.868], [-0.107, -1.265, 1.005], [-2.256, -2.201, 0.197], [-4.429, -1.830, -0.686], [-5.287, 0.463, -1.014], [-3.974, 2.450, -0.199], [-1.815, 2.105, 0.613], [2.157, 0.085, 2.428], [3.987, 1.771, -0.730], [2.138, 1.368, -1.054], [3.470, -0.256, -2.192], [4.441, -0.638, -0.780], [1.373, -1.212, -1.152], [2.644, -2.290, -0.860]],
  "mulliken_charge": [-0.68, 0.48, -0.79, 0.71, -0.45, -0.74, -0.21, -0.64, -0.24, -0.13, -0.37, -0.35, -0.63, -0.35, -0.40, 0.62, 0.30, 0.48, 0.34, 0.35, 0.38, 0.47, 0.30, 0.27, 0.34, 0.26, 0.20, 0.46]
}

=====

Which structure is the most stable? The one labeled arrangement ii.

=====

Arrangement i

{
  "formula": "CH4S3",
  "method": "the ωB97M-V functional and the def2-TZVPD basis",
  "homo_lumo_gap_ev": 5.9,
  "e_homo_ev": -7.75,
  "elements": ["C", "H", "H", "H", "H", "S", "S", "S"],
  "xyz": [[0.377, -0.006, 1.018], [0.287, 0.062, 2.103], [0.399, -1.052, 0.708], [1.315, 0.464, 0.721], [-1.975, 0.200, 0.666], [-0.945, 0.911, 0.182], [0.054, -1.096, -3.141], [0.489, 0.517, -2.256]],
  "mulliken_charge": [-0.77, 0.32, 0.31, 0.29, 0.14, -0.19, -0.11, -0.01]
}

=====

Arrangement ii

{
  "formula": "CH4S3",
  "method": "the ωB97M-V functional and the def2-TZVPD basis",
  "smiles": "CSSS",
  "homo_lumo_gap_ev": 9.2,
  "e_homo_ev": -8.99,
  "elements": ["C", "S", "S", "S", "H", "H", "H", "H"],
  "xyz": [[1.467, 0.091, 0.257], [0.230, 1.006, -0.621], [-1.379, 0.578, 0.545], [-2.623, -0.945, -0.259], [2.550, 0.392, 0.158], [1.451, -0.891, 0.017], [1.159, 0.091, 1.296], [-2.854, -0.323, -1.393]],
  "mulliken_charge": [-0.82, -0.02, -0.08, -0.17, 0.29, 0.35, 0.29, 0.16]
}

=====

Which structure is the most stable? The one labeled arrangement ii.

=====

Arrangement i

{
  "formula": "C4H12N4O",
  "method": "the ωB97M-V functional and the def2-TZVPD basis",
  "homo_lumo_gap_ev": [5.8, 5.8],
  "e_homo_ev": [-6.76, -6.77],
  "elements": ["C", "C", "C", "O", "N", "H", "H", "H", "H", "H", "H", "H", "N", "N", "C", "N", "H", "H", "H", "H", "H"],
  "xyz": [[-1.630, 0.526, -1.801], [-1.087, 0.758, 1.143], [-0.534, -0.295, 0.186], [-1.224, -1.501, 0.514], [-0.463, -0.034, -1.159], [-1.082, -2.109, -0.225], [-1.420, 0.661, -2.864], [-1.891, 1.521, -1.407], [-2.530, -0.095, -1.692], [-1.115, 0.379, 2.166], [-2.119, 0.987, 0.879], [-0.483, 1.663, 1.086], [2.391, 0.237, -1.166], [1.514, -0.614, 2.003], [1.214, -0.535, 0.609], [1.838, 0.534, -0.028], [2.722, 1.035, -1.698], [2.189, -0.670, -1.592], [0.853, -1.234, 2.461], [1.448, 0.302, 2.435], [1.408, -1.515, 0.151]],
  "mulliken_charge": [-0.98, -1.81, 1.04, -0.60, -0.52, 0.44, 0.32, 0.27, 0.24, 0.40, 0.45, 0.37, -0.15, -0.60, -0.19, -0.18, 0.27, 0.27, 0.30, 0.30, 0.35]
}

=====

Arrangement ii

{
  "formula": "C4H12N4O",
  "method": "the ωB97M-V functional and the def2-TZVPD basis",
  "homo_lumo_gap_ev": 8.0,
  "e_homo_ev": -7.24,
  "elements": ["C", "C", "C", "O", "H", "H", "H", "H", "H", "H", "C", "N", "N", "N", "N", "H", "H", "H", "H", "H", "H"],
  "xyz": [[1.670, 1.363, 0.386], [0.847, -0.901, -1.181], [0.952, 0.092, 0.785], [1.495, -0.746, 1.493], [1.580, 2.072, 1.215], [1.289, 1.826, -0.521], [2.721, 1.125, 0.234], [0.382, -0.745, -2.162], [0.688, -1.924, -0.842], [1.918, -0.716, -1.280], [-1.083, 0.058, -0.304], [-1.060, -0.687, 1.926], [-1.238, 1.177, -1.083], [-1.926, -0.968, -0.495], [-0.559, 0.273, 0.986], [-0.237, -1.214, 2.232], [-1.408, -0.159, 2.717], [-1.273, 1.024, -2.080], [-0.641, 1.945, -0.823], [-2.222, -1.210, -1.425], [-1.894, -1.683, 0.220]],
  "mulliken_charge": [-1.29, -1.10, 0.79, -0.71, 0.36, 0.35, 0.36, 0.29, 0.30, 0.40, 0.03, -0.73, -0.42, -0.32, 0.12, 0.26, 0.22, 0.28, 0.28, 0.25, 0.28]
}

=====

Which structure is the most stable? The one labeled arrangement ii.

=====

Arrangement i

{
  "formula": "C2H4N4OS",
  "method": "the ωB97M-V functional and the def2-TZVPD basis",
  "smiles": "[H]/N=c1/c(N)non1S",
  "homo_lumo_gap_ev": 9.2,
  "e_homo_ev": -8.75,
  "elements": ["H", "N", "C", "C", "N", "N", "O", "N", "S", "H", "H", "H"],
  "xyz": [[1.032, 2.155, -0.173], [0.157, 1.673, -0.159], [0.209, 0.417, -0.262], [-0.978, -0.510, -0.116], [-2.194, 0.087, 0.189], [-0.581, -1.758, -0.022], [0.797, -1.758, -0.198], [1.264, -0.477, -0.417], [2.877, -0.152, 0.019], [-2.336, 0.915, -0.411], [-2.961, -0.547, 0.215], [2.715, -0.043, 1.336]],
  "mulliken_charge": [0.25, -0.67, 0.58, 0.19, -0.44, -0.43, -0.14, 0.08, -0.11, 0.28, 0.27, 0.16]
}

=====

Arrangement ii

{
  "formula": "C2H4N4OS",
  "method": "the ωB97M-V functional and the def2-TZVPD basis",
  "smiles": "[H]/N=c1/[nH]c(=S)n(N)o1",
  "homo_lumo_gap_ev": 9.4,
  "e_homo_ev": -9.07,
  "elements": ["H", "N", "C", "N", "C", "S", "N", "N", "O", "H", "H", "H"],
  "xyz": [[-3.217, -0.011, -0.313], [-2.574, -0.878, 0.003], [-1.381, -0.520, -0.083], [-0.159, -1.302, 0.110], [0.894, -0.566, -0.115], [2.441, -1.034, -0.088], [0.553, 0.673, -0.359], [1.160, 1.736, 0.110], [-0.934, 0.784, -0.128], [-0.209, -2.292, 0.036], [2.078, 1.962, -0.411], [1.347, 1.446, 1.238]],
  "mulliken_charge": [0.30, -0.62, 0.44, -0.04, -0.01, -0.36, 0.44, -0.63, -0.36, 0.26, 0.31, 0.27]
}

=====

Which structure is the most stable? The one labeled arrangement ii.